# 1
# C5H10N2O

A structure of composition C5H10N2O in a non-equilibrium geometry (ωB97M-V/def2-TZVPD, OMol25).

Geometry as XYZ:
```
18
Properties=species:S:1:pos:R:3:forces:R:3:lowdin_charge:R:1
C -1.32842 0.71502 1.02886 -1.3 -2.4 -1.1 -0.12
C 0.01607 0.20402 0.71080 0.0 0.0 -4.5 -0.23
C 0.16612 -0.01751 -0.77140 -2.3 -1.9 3.2 -0.21
C -0.54220 -0.99589 -1.45203 -7.9 -1.7 -1.9 -0.16
N -1.77702 -1.59467 -0.94301 4.6 1.0 -0.4 0.11
C 1.36059 -0.46329 -1.28245 8.5 -1.9 2.8 -0.16
N 2.21774 -1.17964 -0.32367 -2.3 4.0 -3.8 0.10
H -1.62505 1.51099 0.29595 0.2 -0.5 1.3 0.11
H -1.21915 0.93022 2.05569 -1.0 1.0 1.0 0.06
H -2.08996 -0.17595 0.88173 1.1 1.3 0.2 0.11
H 0.76084 1.02203 0.72098 0.6 1.1 1.5 0.11
H 0.49266 -0.65267 1.19371 0.1 0.3 0.4 0.14
H -0.43953 -1.14533 -2.59385 0.8 -0.3 1.9 0.16
H -1.72291 -2.65012 -0.96277 0.0 1.3 -0.8 0.06
H 1.68447 -0.06310 -2.30518 -0.2 -0.9 1.3 0.15
H 3.23132 -0.90195 -0.43788 -1.2 -0.9 -0.8 0.05
H 0.51931 2.97629 2.51030 0.1 -0.7 -1.2 -0.01
O 0.29510 2.48155 1.67421 0.3 1.1 1.0 -0.28
```
Positions in Å, forces in eV/Å.

Summary:
Kohn-Sham gap: 4.07 eV
E_LUMO: -3.9497 eV
total charge: 0
M: 114.15 g/mol



# 2
# C29H68Br2N7O8P4

A cluster of 3 separate species, C29H68Br2N7O8P4 in total in a non-equilibrium geometry (ωB97M-V/def2-TZVPD, OMol25).

Geometry as XYZ:
```
118
Properties=species:S:1:pos:R:3:forces:R:3:lowdin_charge:R:1
C 4.62593 -8.78729 0.02046 -0.4 -0.1 -0.2 -0.11
C 4.16734 -9.08025 -1.43047 0.9 0.5 0.1 -0.23
C 4.62456 -7.99075 -2.43792 -0.3 -0.2 0.1 -0.22
C 3.48662 -7.26914 -3.17678 -0.1 -0.1 0.2 -0.22
C 2.32160 -6.78864 -2.28517 0.5 -0.4 0.0 -0.25
C 2.77349 -6.09496 -0.99994 -0.4 0.4 -0.3 -0.22
P 1.82800 -4.49441 -0.58697 1.2 -0.2 -1.4 0.59
N 0.20567 -5.32880 -0.98441 -1.4 -0.1 0.7 -0.08
C -0.33692 -6.13381 0.06722 0.1 -1.2 -0.1 -0.46
C -1.31598 -5.63341 1.10697 -0.2 -0.5 0.2 -0.01
O 0.00561 -7.30831 0.11940 0.1 0.9 0.0 0.06
C -0.72023 -4.54836 -1.68115 -0.1 0.6 -0.3 -0.54
C -0.51637 -4.48344 -3.18249 0.0 -0.5 0.0 -0.02
O -1.68781 -3.96625 -1.20867 0.1 -0.3 0.1 0.02
P 0.92100 -2.51224 0.05080 2.1 1.4 1.4 0.82
O -0.32908 -2.65484 1.16131 -0.5 0.5 -1.1 -0.34
O 0.47065 -1.59674 -1.30165 -1.0 -0.7 0.8 -0.35
O 1.76678 -4.85421 1.10565 -0.3 0.8 -0.2 -0.32
C 2.64647 -4.09028 1.92353 0.6 -1.6 0.1 -0.33
C 3.09882 -5.10662 3.01704 -0.4 -0.2 0.3 -0.22
C 2.10610 -6.26225 3.22308 0.4 0.0 0.5 -0.10
C 3.81578 -3.74004 0.93397 1.0 -1.9 0.6 -0.45
C 4.83140 -2.72098 1.39366 -0.6 0.8 -0.3 -0.58
Br 5.99027 -3.36956 2.79618 -0.2 0.0 -0.2 0.78
C 5.05636 -1.46930 0.99180 0.2 -0.5 0.4 -0.75
C 6.16165 -0.61013 1.54832 -0.3 0.6 -0.9 -0.20
Br 3.97569 -0.66504 -0.34537 0.3 0.0 0.1 0.78
O 3.40021 -3.70485 -0.38378 -0.8 1.4 0.8 -0.37
H 4.92130 -7.74627 0.13384 0.0 0.0 0.1 0.05
H 5.46985 -9.41838 0.29970 0.1 0.0 0.1 0.06
H 3.81117 -8.97589 0.71954 0.1 0.0 0.1 0.06
H 4.66399 -10.00444 -1.72712 -0.4 -0.3 -0.1 0.09
H 3.08754 -9.19233 -1.46584 0.0 -0.2 -0.1 0.09
H 5.20628 -7.23856 -1.90457 0.1 0.0 0.0 0.09
H 5.30426 -8.44665 -3.16252 0.0 0.1 -0.1 0.09
H 3.05297 -7.91775 -3.94559 0.1 0.0 -0.1 0.10
H 3.92853 -6.40926 -3.68936 -0.1 0.0 -0.1 0.10
H 1.69667 -7.64528 -2.03330 -0.2 0.1 0.0 0.09
H 1.72430 -6.11868 -2.90294 -0.1 0.0 0.1 0.07
H 2.73639 -6.74851 -0.13039 -0.1 -0.2 -0.1 0.07
H 3.81134 -5.79742 -1.14122 0.0 0.2 0.2 0.08
H 1.90992 -3.96139 -1.92800 -0.1 -0.4 -0.1 0.04
H -1.72712 -6.51105 1.60693 0.1 -0.1 -0.1 0.08
H -2.14949 -5.06995 0.70385 0.3 0.4 0.0 0.06
H -0.76238 -5.08149 1.86368 0.0 0.4 -0.2 0.07
H 0.52594 -4.36788 -3.45981 0.0 0.1 0.0 0.05
H -0.83981 -5.45490 -3.57222 0.1 0.0 0.0 0.09
H -1.14982 -3.72417 -3.62974 0.1 0.2 0.1 0.08
H -1.21142 -2.57964 0.77051 -0.1 -0.5 0.0 0.03
H -0.49494 -1.52372 -1.25573 -0.1 0.1 -0.6 0.02
H 2.19231 -3.25075 2.44978 -0.3 0.2 -0.5 0.12
H 3.20351 -4.61177 3.98618 0.2 0.2 -0.1 0.09
H 4.05366 -5.57514 2.77605 0.1 0.2 -0.1 0.07
H 1.09292 -5.91044 3.40674 -0.1 -0.1 -0.3 0.07
H 2.41469 -6.80741 4.12244 0.0 0.0 0.0 0.07
H 2.14867 -6.97451 2.40515 -0.3 0.1 -0.2 0.06
H 4.39465 -4.68576 0.99264 0.2 0.1 0.1 0.11
H 6.13750 0.33934 1.01416 0.0 0.1 0.2 0.04
H 7.14000 -1.03838 1.33502 0.0 -0.2 0.3 0.06
H 6.03290 -0.42464 2.61108 0.1 -0.1 0.1 0.06
O -3.37255 0.12602 -1.13571 -2.1 -0.2 2.6 -0.29
P -3.85750 1.54315 -1.05357 3.3 2.4 -5.0 0.68
N -4.66863 1.65423 -2.57894 -0.4 -0.3 0.1 -0.30
C -4.80752 2.84047 -3.39501 -0.1 0.5 0.2 -0.14
C -5.77324 0.71577 -2.75666 0.1 -0.5 0.2 -0.14
N -2.34229 2.34149 -1.08994 0.1 -0.2 0.0 -0.32
C -2.03390 3.49746 -1.90744 -0.2 0.5 0.3 -0.15
C -1.15149 1.50386 -0.96901 0.0 -0.4 0.0 -0.13
N -4.60322 2.96631 -0.36700 -0.6 -2.0 2.2 -0.27
C -4.03612 3.32103 0.96192 0.4 0.2 0.2 -0.13
C -6.06053 2.83009 -0.14508 -0.3 0.1 -0.5 -0.14
H -5.43832 3.62744 -2.95245 0.0 0.0 0.0 0.07
H -5.25356 2.57867 -4.35665 -0.1 -0.2 0.1 0.08
H -3.84522 3.27956 -3.64401 0.0 0.0 0.2 0.05
H -6.64142 0.94472 -2.12137 -0.1 0.0 -0.1 0.06
H -5.45146 -0.29812 -2.51449 0.1 0.1 0.1 0.07
H -6.11472 0.70014 -3.79202 0.1 0.1 0.0 0.07
H -1.82062 3.21672 -2.94769 0.0 0.0 0.0 0.08
H -1.14965 4.00826 -1.51527 0.0 -0.1 0.1 0.07
H -2.83322 4.23820 -1.88719 -0.1 -0.1 0.0 0.07
H -0.92377 0.98725 -1.90812 0.1 -0.1 0.1 0.08
H -1.26723 0.76248 -0.18461 -0.1 -0.1 -0.1 0.07
H -0.28413 2.10750 -0.69382 -0.1 0.2 -0.1 0.09
H -4.18759 2.51845 1.69153 -0.1 0.1 0.1 0.08
H -4.51089 4.22677 1.34245 -0.2 0.0 -0.1 0.08
H -2.97393 3.53538 0.91504 0.0 -0.1 -0.2 0.06
H -6.31405 1.92983 0.42184 -0.1 0.1 0.1 0.09
H -6.60794 2.81167 -1.08653 0.2 -0.1 -0.1 0.06
H -6.43615 3.69520 0.40075 0.2 0.0 0.1 0.08
O -1.70049 6.15314 1.08777 -3.5 1.2 -1.4 -0.30
P -1.59625 7.64515 1.30789 7.0 -0.8 2.8 0.71
N -0.24141 7.92923 0.26647 -0.3 0.1 -0.6 -0.30
C 0.83384 8.87650 0.47676 -0.1 0.5 0.2 -0.13
C -0.50018 7.68474 -1.15166 -0.3 -0.4 0.0 -0.13
N -1.05837 7.52826 2.94400 -0.1 -0.1 0.2 -0.33
C 0.09095 8.22138 3.49257 -0.2 0.6 0.1 -0.15
C -1.18051 6.22647 3.59277 -0.1 -0.2 -0.1 -0.14
N -1.94638 9.34027 1.57439 -3.0 -1.0 -0.9 -0.27
C -3.01168 9.55176 2.59263 0.1 0.1 0.4 -0.13
C -2.42761 10.05337 0.36707 0.5 0.2 -0.4 -0.13
H 0.52699 9.93289 0.43200 0.0 0.0 0.0 0.08
H 1.60271 8.73656 -0.28467 -0.2 -0.1 -0.1 0.08
H 1.34466 8.71344 1.42040 -0.2 0.0 0.1 0.05
H -1.17916 8.42442 -1.60036 0.1 0.0 -0.1 0.06
H -0.95243 6.70127 -1.29109 0.0 0.0 0.1 0.06
H 0.42447 7.69069 -1.72794 0.1 0.0 0.1 0.08
H 1.03188 7.72104 3.23274 0.0 0.0 0.0 0.08
H 0.02643 8.25151 4.58487 0.0 -0.1 0.0 0.08
H 0.13322 9.26146 3.17200 0.0 -0.1 -0.2 0.07
H -0.39629 5.53291 3.26866 0.0 -0.1 0.0 0.09
H -2.14619 5.77320 3.38955 0.1 0.0 -0.1 0.07
H -1.10963 6.34237 4.67741 0.1 0.2 0.0 0.08
H -3.95874 9.09297 2.29285 -0.1 0.1 0.0 0.08
H -3.17353 10.62076 2.73753 0.0 0.0 -0.2 0.08
H -2.72968 9.14313 3.55739 0.1 -0.2 -0.1 0.07
H -3.26577 9.54146 -0.11284 -0.1 0.1 0.0 0.09
H -1.63212 10.17736 -0.36583 0.1 -0.2 0.0 0.06
H -2.74777 11.06023 0.63221 0.0 -0.1 0.2 0.08
```
Positions in Å, forces in eV/Å.

Summary:
Kohn-Sham gap: 3.99 eV
E_LUMO: 1.0012 eV
total charge: -1
M: 926.61 g/mol



# 3
# C5H9NO

A structure of composition C5H9NO in a non-equilibrium geometry (ωB97M-V/def2-TZVPD, OMol25).

Geometry as XYZ:
```
16
Properties=species:S:1:pos:R:3:forces:R:3:lowdin_charge:R:1
C 2.71442 0.29652 0.09785 1.6 -1.4 3.3 -0.14
C 0.67176 -0.50679 -0.52158 1.0 2.5 3.2 -0.08
C 0.07174 0.85233 -0.27971 -0.6 -8.9 -1.6 -0.08
C -1.40909 0.68214 -0.34567 -4.5 -2.2 -1.9 -0.22
C -2.38935 -0.16585 0.65443 -0.6 -1.6 1.1 -0.23
H 1.94810 1.24375 0.90061 3.1 -3.4 -2.4 0.16
H 3.10180 1.00118 -1.08975 -1.3 -2.9 3.8 0.18
H 3.56905 -0.48648 0.88891 -1.5 4.0 -2.5 0.17
H 0.15492 -1.39156 -0.87366 0.5 0.7 -0.9 0.07
H 0.43676 1.56343 0.35646 1.1 1.8 0.8 0.01
H -2.04586 1.20021 -1.21393 1.5 -0.5 2.5 0.15
H -2.06343 -0.88351 1.54689 0.0 2.5 -1.4 0.12
H -3.59037 0.04366 0.89697 3.3 0.1 -1.3 0.13
H -1.05610 -1.49750 -0.48000 -5.0 2.0 0.6 0.11
N -2.06084 -0.85443 -0.57873 3.9 0.4 -0.2 -0.09
O 1.94648 -1.09711 0.04089 -2.6 6.9 -3.2 -0.25
```
Positions in Å, forces in eV/Å.

Summary:
Kohn-Sham gap: 9.26 eV
E_LUMO: 0.2058 eV
total charge: 0
M: 99.13 g/mol



# 4
# C52H50NO5SSn

A structure of composition C52H50NO5SSn (ωB97M-V/def2-TZVPD, OMol25).

Geometry as XYZ:
```
110
Properties=species:S:1:pos:R:3:forces:R:3:lowdin_charge:R:1
Sn 1.32308 -1.77921 0.19596 0.0 -0.2 0.1 1.43
C 0.09084 1.07171 3.34688 0.0 0.0 0.0 -0.05
N 0.95304 0.95808 2.16742 0.1 0.0 0.0 -0.17
C 2.21131 1.65439 2.46818 0.0 0.0 0.0 -0.05
C 0.37238 1.55360 1.00196 -0.1 -0.1 0.0 -0.20
C 1.17758 1.45868 -0.26261 0.0 0.1 0.0 -0.20
C 1.15586 2.74178 -1.06160 0.0 0.0 0.0 -0.11
C 2.07193 2.68385 -2.28407 0.0 0.0 -0.1 -0.17
C 1.70873 1.40444 -3.04659 0.0 0.0 0.0 -0.16
C 2.13663 0.21627 -2.15686 0.0 0.0 0.0 -0.19
C 1.50870 0.26646 -0.76517 0.0 0.0 0.0 -0.20
H -0.20489 2.11496 3.52796 0.0 0.0 0.0 0.11
H 0.64297 0.71392 4.21261 0.0 0.0 0.0 0.11
H -0.79579 0.43960 3.28260 0.0 -0.1 0.0 0.07
H 2.02060 2.66290 2.86075 0.0 0.0 0.0 0.11
H 2.81494 1.73849 1.57308 0.1 0.0 -0.1 0.04
H 2.76301 1.08761 3.21533 0.0 0.0 0.0 0.10
H -0.00521 2.57123 1.18671 0.0 0.0 0.0 0.17
H -1.28755 0.38284 1.53887 0.0 -0.1 0.0 0.12
H 1.42474 3.59879 -0.43379 0.0 0.0 0.0 0.16
H 1.83739 3.53779 -2.91368 0.0 0.0 0.0 0.14
H 2.30532 1.36545 -3.95435 0.0 0.0 0.0 0.14
H 1.84803 -0.71693 -2.65716 0.0 0.0 0.0 0.14
C -5.87378 -0.83587 -1.32853 0.0 0.0 0.0 0.03
C -4.45100 -1.28890 -1.13581 0.1 0.0 0.0 -0.55
C -4.07890 -2.50864 -1.95731 0.0 0.0 0.0 0.04
O -3.58309 -0.19246 -1.44639 0.0 -0.1 0.0 0.02
C -2.45073 -0.33810 -0.63037 -0.1 0.0 -0.1 -0.19
C -2.95907 -1.04220 0.62987 0.0 -0.1 -0.1 -0.15
O -4.22326 -1.54165 0.25021 -0.1 0.2 0.1 0.00
C -1.95005 -2.12376 1.19402 0.1 -0.1 0.1 -0.38
O -0.68480 -1.91151 0.64563 0.0 0.2 -0.1 -0.48
C -2.44742 -3.53869 0.86314 0.1 0.0 0.0 -0.14
C -1.74429 -4.34197 -0.02238 0.0 0.0 0.0 -0.04
C -2.19873 -5.61908 -0.33615 0.0 0.0 0.0 -0.07
C -3.35925 -6.10632 0.23979 0.0 0.0 0.0 -0.08
C -4.06216 -5.31103 1.13813 0.0 0.0 0.0 -0.06
C -3.60832 -4.04060 1.44606 0.0 0.0 0.0 -0.02
C -1.84157 -2.00380 2.72723 0.0 -0.1 0.0 -0.16
C -0.70855 -2.53901 3.34531 0.0 0.1 -0.1 -0.03
C -0.55472 -2.49548 4.71870 0.0 0.1 0.0 -0.07
C -1.53753 -1.91542 5.51558 0.0 0.0 0.0 -0.08
C -2.68219 -1.41391 4.92280 0.0 0.0 -0.1 -0.07
C -2.83825 -1.46607 3.53815 0.0 0.0 0.0 -0.05
C -1.86887 1.06309 -0.38129 0.1 0.0 0.0 -0.15
O -0.86948 0.74117 0.73468 0.0 0.3 -0.1 0.02
C -2.86836 2.07124 0.13649 0.0 0.0 0.0 -0.14
C -3.66049 2.72191 -0.80750 0.0 0.0 0.0 -0.01
C -4.62268 3.63193 -0.40394 0.0 0.0 0.0 -0.05
C -4.80288 3.90945 0.94486 0.0 0.0 0.0 -0.07
C -4.01658 3.26958 1.88847 0.0 0.0 0.0 -0.06
C -3.05435 2.35133 1.48575 0.0 0.0 0.0 -0.02
C -1.05895 1.57376 -1.54289 0.0 -0.1 0.0 -0.12
C -0.75501 0.82838 -2.59646 0.0 0.1 0.0 0.05
C 0.22198 1.39926 -3.58814 0.0 0.0 0.0 -0.17
C -0.20959 2.82213 -3.89158 0.0 0.0 0.0 -0.03
C -0.51198 3.58242 -2.84832 0.0 -0.1 0.0 -0.03
C -0.38904 2.93860 -1.48343 0.0 0.0 0.0 -0.14
H -6.03666 -0.55898 -2.36956 0.0 0.0 0.0 0.10
H -6.07199 0.02338 -0.68986 0.0 0.0 0.0 0.09
H -6.55696 -1.64295 -1.06848 0.0 0.0 0.0 0.10
H -4.22050 -2.30070 -3.01810 0.0 0.0 0.0 0.10
H -4.70655 -3.35123 -1.66892 0.0 0.0 0.0 0.10
H -3.04233 -2.79517 -1.77956 0.0 0.0 0.0 0.08
H -1.67830 -0.95547 -1.08529 0.0 0.0 0.0 0.14
H -3.15218 -0.29171 1.40203 0.0 0.0 0.1 0.13
H -0.83331 -3.97037 -0.46864 0.0 0.0 0.0 0.08
H -1.63737 -6.23260 -1.02894 0.0 0.0 0.0 0.10
H -3.71203 -7.10084 0.00114 0.0 0.0 0.0 0.10
H -4.96700 -5.68400 1.59969 0.0 0.0 0.0 0.11
H -4.17100 -3.43222 2.14342 0.0 0.0 0.0 0.12
H 0.04784 -3.01152 2.73223 0.0 0.0 0.0 0.10
H 0.33047 -2.92166 5.17320 0.0 0.0 0.0 0.11
H -1.41941 -1.87941 6.59041 0.0 0.0 0.0 0.11
H -3.47245 -0.99609 5.53277 0.0 0.0 0.0 0.11
H -3.77211 -1.11404 3.11817 0.0 0.1 -0.1 0.12
H -3.52167 2.50549 -1.85899 0.0 0.0 0.0 0.13
H -5.23456 4.12614 -1.14643 0.0 0.0 0.0 0.11
H -5.55310 4.62269 1.25796 0.0 0.0 0.0 0.11
H -4.14756 3.47993 2.94137 0.0 0.0 0.0 0.11
H -2.46153 1.87343 2.25676 0.0 0.0 0.0 0.10
H -1.14383 -0.16544 -2.75782 0.0 0.0 0.0 0.14
H 0.22018 0.79453 -4.49400 0.0 0.0 0.0 0.14
H -0.23457 3.18023 -4.91201 0.0 0.0 0.0 0.12
H -0.80472 4.62036 -2.93358 0.0 0.0 0.0 0.12
H -0.86885 3.56129 -0.72825 0.0 0.0 0.0 0.14
O 3.89153 -1.39966 0.46184 -0.1 0.2 0.2 -0.67
S 4.67126 -0.11337 0.62247 0.0 0.0 0.0 1.02
C 6.33909 -0.50264 0.14546 0.0 0.0 -0.1 -0.38
C 7.35510 0.33947 0.57142 0.0 0.0 -0.1 -0.08
C 8.65663 0.07487 0.17110 0.0 0.0 0.0 -0.07
C 8.92362 -1.02848 -0.62809 0.0 0.0 0.0 -0.06
C 7.89705 -1.87499 -1.02743 0.0 0.0 0.0 -0.06
C 6.59093 -1.61613 -0.64126 0.0 0.0 0.0 -0.07
C 4.18162 0.85923 -0.77845 0.0 -0.1 0.0 -0.37
C 4.08184 2.17587 -0.73284 0.0 0.0 -0.1 -0.03
C 3.61888 2.84269 -2.01135 0.0 0.0 0.1 -0.18
C 4.37624 2.20333 -3.16321 0.0 0.0 0.1 -0.03
C 4.41828 0.87781 -3.18281 0.1 0.0 0.1 -0.04
C 3.73922 0.15327 -2.03470 0.0 0.1 0.0 -0.19
H 7.13423 1.18814 1.20734 0.0 0.0 0.0 0.11
H 9.46191 0.72155 0.49140 0.0 0.0 0.0 0.11
H 9.94050 -1.23817 -0.93132 0.0 0.0 0.0 0.11
H 8.11519 -2.74131 -1.63720 0.0 0.0 0.0 0.11
H 5.78100 -2.27760 -0.91862 0.0 0.0 0.0 0.11
H 4.32568 2.76761 0.14183 0.0 0.0 0.0 0.13
H 3.82133 3.91215 -1.96164 0.0 0.0 0.0 0.14
H 4.80793 2.81897 -3.94080 0.0 0.0 0.0 0.12
H 4.89472 0.31269 -3.97299 0.0 0.0 0.0 0.12
H 4.02867 -0.89488 -1.99771 0.0 0.0 0.0 0.13
```
Positions in Å, forces in eV/Å.

Summary:
Kohn-Sham gap: 7.83 eV
E_LUMO: -2.6057 eV
total charge: +1
M: 919.75 g/mol



| no. | highest occupied orbital energy (hartree) | energy (Eh) |
| --- | --- | --- |
| 1 | -0.295 | -380.83555 |
| 2 | -0.110 | -8644.40118 |
| 3 | -0.333 | -325.47850 |
| 4 | -0.383 | -3054.58731 |